# C3H11NO

A cluster of 2 separate species, C3H11NO in total at a distorted geometry (ωB97M-V/def2-TZVPD, OMol25).

As for the net charge: 0. Its structure (SMILES) is CCNC.O. The highest occupied orbital energy comes out at -8.4053 eV. The energy above the lowest of the compared OMol25 structures with the same formula, charge and spin is 0.8231 eV.

Geometry as XYZ:
```
16
Properties=species:S:1:pos:R:3:lowdin_charge:R:1
C 1.68030 -1.20464 1.27023 -0.13
C 0.94642 -0.07513 0.62157 -0.34
N 0.22518 -0.52556 -0.56666 -0.16
C 1.04916 -0.86384 -1.71234 -0.14
H 0.97721 -2.02601 1.48849 0.08
H 2.15905 -0.89141 2.21325 0.07
H 2.46060 -1.58150 0.58778 0.06
H 1.73047 0.65845 0.35220 0.10
H 0.26594 0.41069 1.34707 0.12
H -0.53632 0.14516 -0.73108 0.11
H 1.81131 -1.61984 -1.45898 0.07
H 1.56169 0.05814 -2.03465 0.07
H 0.44409 -1.24237 -2.55330 0.08
O -4.56473 2.80494 0.25785 -0.09
H -4.78384 3.19770 1.13305 0.05
H -5.42653 2.75522 -0.21447 0.05
```